# 1
ORCA calculation (ωB97M-V/def2-TZVPD) on a structure of composition C39H52N4O2RbSbSi3 in a non-equilibrium geometry.

XYZ file:
```
102
Properties=species:S:1:pos:R:3:forces:R:3
Rb 0.00000 0.00000 0.00000 -0.353 1.094 0.320
C 1.03290 -1.90886 2.74527 0.683 -0.615 0.113
O 0.48124 -2.03414 1.44655 -0.338 -1.272 0.101
C -0.17646 -3.19115 1.10587 0.372 -0.204 0.275
C -0.12497 -4.33854 1.92212 -0.100 0.025 -0.292
C -0.72800 -5.53486 1.53041 0.023 0.327 -0.166
C -1.37606 -5.61004 0.30801 0.124 0.271 -0.100
C -1.43531 -4.47971 -0.50801 0.128 0.428 0.264
C -0.87862 -3.23865 -0.12762 -0.159 -0.722 0.917
N -0.94516 -2.15344 -1.05259 -1.240 -1.024 -0.443
N -2.12486 -1.92285 -1.42419 0.776 -1.252 -1.142
C -2.17810 -1.27523 -2.70873 -0.431 0.560 -0.463
C -1.60954 0.02155 -2.95273 0.538 0.098 1.866
O -1.04636 0.76594 -2.08153 -0.983 -0.806 -1.705
C -1.71055 0.48864 -4.27970 -0.887 -0.244 -3.019
C -2.33250 -0.21525 -5.31053 1.467 2.176 1.456
C -2.92977 -1.44370 -5.05997 -0.500 -0.685 -0.794
C -3.58009 -2.13100 -6.10113 -0.504 -1.038 0.256
C -4.20941 -3.35130 -5.87096 0.239 0.802 -0.938
C -4.20448 -3.88921 -4.59256 0.637 0.531 1.372
C -3.55709 -3.21043 -3.55495 -0.581 -0.983 -0.308
C -2.88104 -1.98218 -3.75384 0.171 0.304 1.346
H 1.88291 -2.58638 2.87621 -0.062 -0.266 -0.037
H 0.27575 -2.06889 3.51978 0.105 -0.128 -0.143
H 1.40705 -0.88626 2.85383 0.096 -1.115 -0.599
H 0.40389 -4.33483 2.86874 -0.053 0.260 -0.141
H -0.66763 -6.40966 2.17133 0.018 0.126 -0.004
H -1.82302 -6.54180 -0.02489 0.032 0.107 0.002
H -1.90380 -4.56453 -1.48317 0.013 0.221 0.119
H -1.27803 1.46351 -4.50926 -0.015 -0.207 0.252
H -2.35407 0.23327 -6.29844 -0.079 -0.143 -0.067
H -3.60249 -1.70673 -7.10220 0.087 0.084 0.136
H -4.70901 -3.86840 -6.68360 0.021 0.023 -0.002
H -4.70542 -4.83091 -4.39142 0.022 0.067 0.053
H -3.59886 -3.63823 -2.55770 0.068 0.134 -0.096
C 3.92024 2.77798 2.51377 0.931 0.378 -0.001
Sb 2.94734 1.09756 1.55126 -1.960 1.032 0.071
C 1.02968 2.18673 1.19860 1.266 0.715 0.983
C 1.03128 3.47722 0.44369 0.072 -0.846 -0.208
C 1.47811 4.68258 1.00831 -0.141 1.111 -0.725
C 1.43394 5.85228 0.24552 -0.168 -0.616 0.022
C 0.94559 5.81311 -1.06153 -0.041 -0.044 -0.095
C 0.50402 4.59869 -1.58844 0.735 -0.539 2.352
N 0.55444 3.47099 -0.83068 -0.043 0.626 -0.937
Si -0.15311 2.17116 2.67017 0.582 -0.338 -1.851
C -0.26654 0.43435 3.34636 0.130 0.184 0.663
C -1.84154 2.68933 2.06321 -0.016 1.077 -0.021
C 0.33730 3.31055 4.06939 -0.033 0.367 0.782
C 4.36533 0.67993 -0.21619 0.767 0.255 -0.690
C 3.69855 -0.12238 -1.35899 -0.883 -0.450 -0.397
C 4.43481 -0.63462 -2.45012 -0.503 -0.259 -0.126
C 3.79861 -1.36894 -3.45252 -0.226 0.277 0.617
C 2.42992 -1.60420 -3.37859 0.050 -0.007 -0.010
C 1.71938 -1.09977 -2.29470 2.036 0.655 0.094
N 2.36476 -0.38958 -1.33300 0.517 0.068 0.086
Si 5.67005 -0.47867 0.61490 -0.908 0.032 0.077
C 7.20445 -0.88618 -0.38265 0.427 -0.074 -0.274
C 4.82556 -2.10375 1.00312 -0.144 -0.374 -0.049
C 6.32123 0.15598 2.25420 0.142 0.223 0.371
Si 5.20949 2.27137 -0.94899 -0.683 -0.325 -0.048
C 3.93146 3.53306 -1.40952 -0.014 0.122 -0.139
C 6.16231 2.01614 -2.54602 0.279 -0.272 -0.529
C 6.49599 3.08345 0.14589 0.373 0.040 0.357
H 3.33387 3.07863 3.40081 0.032 -0.324 -0.546
H 3.97295 3.63789 1.82148 0.011 -0.285 0.380
H 4.93478 2.51055 2.85907 -0.258 0.263 -0.157
H 1.85764 4.72165 2.01749 -0.005 -0.155 0.072
H 1.77828 6.78760 0.66669 0.039 0.114 0.033
H 0.90848 6.71391 -1.66026 0.002 0.092 -0.052
H 0.12143 4.55071 -2.59901 -0.100 -0.337 -0.048
H -0.59557 -0.25568 2.54293 -0.206 0.612 0.789
H -0.99971 0.41145 4.17856 0.265 -0.119 -0.438
H 0.72667 0.11722 3.72486 -0.934 0.773 0.411
H -2.17226 1.99906 1.26034 0.091 0.254 0.623
H -1.79069 3.72318 1.66399 -0.072 -0.124 0.243
H -2.56421 2.65281 2.90402 0.141 -0.018 -0.460
H 1.32340 3.01431 4.47448 -0.357 0.244 -0.079
H -0.41813 3.23042 4.87746 0.338 0.153 -0.188
H 0.36634 4.36103 3.71966 0.059 -0.450 0.248
H 5.49023 -0.48239 -2.54180 0.331 0.165 0.103
H 4.37007 -1.75713 -4.28584 0.079 0.009 -0.019
H 1.92671 -2.17268 -4.14996 -0.071 0.019 0.007
H 0.65464 -1.27238 -2.21366 0.104 0.150 0.214
H 6.96517 -1.43954 -1.30795 0.201 0.339 0.309
H 7.85372 -1.54196 0.23291 -0.264 0.339 -0.239
H 7.76426 0.04048 -0.61384 -0.122 -0.502 -0.059
H 4.47452 -2.57607 0.06289 0.072 0.102 0.544
H 3.95944 -1.92784 1.67271 0.414 -0.177 -0.398
H 5.54486 -2.78165 1.50655 -0.382 0.208 -0.232
H 6.85075 1.11764 2.13325 -0.233 -0.352 0.247
H 7.03283 -0.58899 2.66523 -0.285 0.324 -0.214
H 5.49155 0.26719 2.97830 0.459 0.050 -0.290
H 3.19248 3.08556 -2.10507 0.205 0.372 0.485
H 4.42369 4.40092 -1.89375 -0.277 -0.374 0.162
H 3.44582 3.87651 -0.48940 -0.256 0.055 -0.359
H 5.48432 1.67472 -3.35332 0.487 0.089 0.346
H 6.99146 1.29733 -2.40349 -0.312 0.245 -0.324
H 6.59497 2.98804 -2.85994 -0.185 -0.413 0.214
H 6.09524 3.40498 1.11693 0.231 -0.152 -0.222
H 6.88613 3.98095 -0.37613 -0.191 -0.443 0.177
H 7.34054 2.38468 0.30276 -0.249 0.397 0.053
H -2.21871 0.36330 1.24900 -0.682 -1.097 -0.098
```
Forces are in eV/Å.

Computed properties:
Charge = -2
E_LUMO (alpha / beta) = 3.78 / 3.78 eV
E_HOMO (alpha / beta) = 0.45 / 0.45 eV
2S+1 = 1

# 2
ORCA calculation (ωB97M-V/def2-TZVPD) on a structure of composition C14H23F3HfNP in a non-equilibrium geometry.

XYZ file:
```
43
Properties=species:S:1:pos:R:3:forces:R:3
C 4.25835 -1.33789 1.84075 1.028 1.164 -1.069
C 4.17812 -0.53649 0.66296 -0.839 0.291 0.927
C 2.93995 0.03420 0.24203 -0.049 -0.290 -0.346
C 1.71216 -0.23434 1.01074 -0.463 -1.000 -0.227
C 1.86945 -1.20942 2.07101 0.123 -0.057 -0.138
C 3.10923 -1.64049 2.55300 -1.044 -0.510 0.618
C 2.96095 0.85928 -1.03258 1.150 0.226 0.502
C 2.79693 0.19069 -2.52412 1.976 1.100 -1.196
N 2.01621 -0.90030 -2.96966 -1.363 0.280 1.474
Hf -0.47114 0.29818 1.15315 5.822 3.511 -0.629
C 0.63860 -1.87447 2.67128 -1.816 1.136 0.083
P -0.81668 -2.06142 1.42714 1.483 -1.504 -0.431
H 5.08847 -0.22101 0.11787 -0.630 -0.543 0.373
H 3.12139 -2.24974 3.49288 0.187 0.443 -1.110
H 5.25846 -1.67679 2.18635 -0.903 0.166 -0.276
H 0.19967 -1.35828 3.55430 0.520 -0.380 0.053
H 0.75775 -2.93756 2.89967 0.279 0.204 0.354
H 2.31430 1.73649 -0.93265 0.071 -0.524 -0.147
H 4.02917 1.27784 -1.08748 -1.596 -0.481 -0.071
H 2.49260 1.07891 -3.14990 0.561 -0.871 0.632
C -2.34386 -2.26581 2.33280 0.122 -0.415 -0.656
C -0.31559 -3.57302 0.64023 -0.319 -0.527 -0.571
H 3.88004 -0.05591 -2.80572 -1.258 0.423 0.454
C 2.18732 -2.19009 -2.29906 -0.816 -0.214 -1.161
C 0.73580 -0.64424 -3.66189 0.937 0.333 -0.221
H -2.72475 0.24822 0.76823 0.267 0.923 0.104
H 2.76395 -2.83656 -3.01291 -0.375 0.046 1.130
H 2.64645 -2.10648 -1.30434 0.285 0.072 -0.414
H 1.16691 -2.63793 -2.12445 0.905 0.148 -0.310
H 0.84883 -0.95985 -4.72701 -0.481 0.211 0.745
H -0.07527 -1.17965 -3.17661 -0.238 -0.342 -0.073
H 0.46202 0.43126 -3.62442 0.389 -0.572 -0.135
H -0.53875 -4.34256 1.39491 0.088 -0.122 -0.471
H -0.89258 -3.71921 -0.28191 0.100 -0.276 0.284
H 0.75569 -3.58162 0.38832 -0.346 0.219 0.181
H -2.15350 -3.16950 2.93149 -0.817 0.371 0.211
H -2.54435 -1.35785 2.90914 -0.244 -0.345 0.327
H -3.11489 -2.39033 1.53874 0.196 -0.204 0.840
H -2.39070 0.93415 0.97646 -1.742 -0.437 -0.480
F 1.16129 2.89674 0.60130 -2.246 -1.206 -0.941
C 0.04408 2.35239 -0.13118 0.968 1.784 -0.980
F -1.03829 3.17754 0.20207 1.055 -1.136 -0.148
F 0.34897 2.65516 -1.48366 -0.928 -1.095 2.910
```
Forces are in eV/Å.

Computed properties:
Charge = +2
E_LUMO (alpha / beta) = -9.62 / -9.59 eV
E_HOMO (alpha / beta) = -13.19 / -13.23 eV
2S+1 = 1

# 3
ORCA calculation (ωB97M-V/def2-TZVPD) on the molecule C4H7N3 in a non-equilibrium geometry.

XYZ file:
```
14
Properties=species:S:1:pos:R:3:forces:R:3
C -0.52514 -2.07855 0.68761 0.017 -0.380 0.239
N -0.01542 -1.32899 -0.43855 -0.220 0.148 -0.288
C 0.21708 0.02519 -0.38570 0.951 0.242 -0.131
C -0.33122 0.94964 0.52963 -2.468 -0.800 -0.731
C 0.10339 2.19326 0.10324 0.360 -0.497 -0.031
N 0.94037 1.92916 -0.91443 0.085 0.545 -0.064
N 1.01726 0.61869 -1.25766 0.230 0.015 0.153
H -1.36886 -1.62520 1.21595 0.173 0.352 -0.413
H -0.90581 -3.03025 0.31775 0.108 -0.068 0.014
H 0.23396 -2.28089 1.45061 0.075 0.002 0.011
H 0.65135 -1.81070 -1.02474 -0.160 -0.020 0.102
H -1.38452 0.65232 0.68273 0.622 0.782 1.504
H -0.07940 3.19170 0.49894 0.034 -0.359 -0.382
H 1.44697 2.59462 -1.46539 0.193 0.038 0.017
```
Forces are in eV/Å.

Computed properties:
Charge = 0
E_LUMO = 1.12 eV
E_HOMO = -7.91 eV
2S+1 = 1

# 4
ORCA calculation (ωB97M-V/def2-TZVPD) on the molecule C12H14O3 in a non-equilibrium geometry.

XYZ file:
```
29
Properties=species:S:1:pos:R:3:forces:R:3
C 1.98794 -5.91574 2.05093 0.539 0.785 0.467
C 1.59948 -4.57916 1.52619 -2.645 0.654 0.062
C 0.28468 -4.17039 1.56138 1.984 -0.350 -0.420
C -0.14772 -2.89086 1.00102 -1.888 -0.303 0.515
C -1.47933 -2.62079 0.83424 3.172 -0.479 0.884
C -1.98963 -1.41200 0.24481 -4.553 -2.085 -1.322
O -3.15925 -1.47249 -0.15592 2.249 1.032 0.642
O -1.14877 -0.39802 0.02717 1.217 -0.459 0.348
C -1.61318 0.80862 -0.26966 -2.940 4.639 -0.647
O -2.76257 1.23657 -0.12434 2.043 -1.755 0.203
C -0.59349 1.74598 -0.80352 0.244 1.140 -0.410
C -0.83974 3.09086 -1.02823 1.206 -2.264 0.452
C 0.17582 4.00201 -1.58104 -0.967 1.710 0.662
C -0.04463 5.36466 -1.52180 0.924 -3.191 -0.644
C 0.92548 6.34059 -2.03692 0.028 1.012 0.416
H 2.79874 -5.80555 2.76957 0.155 -0.125 0.051
H 1.17924 -6.41762 2.54096 -0.605 -0.125 0.305
H 2.32336 -6.55917 1.27458 0.492 -0.563 -0.802
H 2.34281 -3.91160 1.07683 -0.154 -0.300 0.220
H -0.48754 -4.84536 1.96637 0.428 0.382 -0.205
H 0.60173 -2.14974 0.77632 0.143 0.114 -0.230
H -2.20025 -3.37620 1.10455 -0.231 0.138 -0.145
H 0.37868 1.29936 -1.01641 -0.095 0.306 -0.134
H -1.78570 3.50970 -0.69946 -0.026 -0.103 -0.190
H 1.11786 3.58168 -1.97036 -0.551 0.300 0.172
H -0.96093 5.71605 -1.10654 -0.628 0.198 0.241
H 1.12668 7.09202 -1.24762 0.043 -0.209 -0.444
H 1.85426 5.84818 -2.29319 0.204 0.052 -0.223
H 0.51596 6.88842 -2.89990 0.213 -0.151 0.176
```
Forces are in eV/Å.

Computed properties:
Charge = 0
E_LUMO = -0.28 eV
E_HOMO = -8.75 eV
2S+1 = 1

# 5
ORCA calculation (ωB97M-V/def2-TZVPD) on the molecule CH2NO3P in a non-equilibrium geometry.

XYZ file:
```
8
Properties=species:S:1:pos:R:3:forces:R:3
N 3.06594 -0.48994 0.23205 2.712 -1.290 0.548
C 2.03771 -0.03304 0.11866 0.322 -0.211 0.005
O 0.95470 0.50916 -0.11324 -3.786 1.984 -0.856
P -0.53702 0.05451 0.67343 0.692 -0.515 0.999
O -1.70471 0.88702 -0.07669 0.352 -1.694 -0.327
O -0.69440 -1.33237 -0.12033 -0.711 -0.008 -0.004
H -1.53633 1.79300 -0.21249 0.181 1.966 -0.200
H -1.58588 -1.38834 -0.50140 0.238 -0.232 -0.164
```
Forces are in eV/Å.

Computed properties:
Charge = 0
E_LUMO = 0.27 eV
E_HOMO = -10.29 eV
2S+1 = 1

# 6
ORCA calculation (ωB97M-V/def2-TZVPD) on a cluster of 2 separate species, C5H6Cl2 in total in a non-equilibrium geometry.

XYZ file:
```
13
Properties=species:S:1:pos:R:3:forces:R:3
C -0.80044 0.00294 0.47496 0.986 -1.213 -0.795
C -2.01644 -0.41091 0.71036 1.109 1.194 -0.212
C 0.46307 0.21938 0.18712 -0.695 0.974 1.810
C 1.11692 -1.06650 2.75423 1.397 -0.343 -0.262
C 0.96457 0.71479 -1.14944 0.878 0.405 2.651
Cl 1.65703 -2.54109 1.95522 -0.414 0.362 0.390
Cl -0.43625 -1.19160 3.29311 -0.665 -0.373 0.457
H -2.47426 -1.34846 0.56669 0.057 -1.137 -0.317
H -2.61773 0.35039 1.08932 -1.455 1.056 0.702
H 1.21894 0.16168 1.05008 -1.049 0.004 -1.273
H 0.17307 0.94837 -1.78634 -1.256 0.993 -0.900
H 1.29573 -0.22299 -1.49299 1.768 -0.687 -1.230
H 1.70064 1.54791 -0.92518 -0.660 -1.237 -1.020
```
Forces are in eV/Å.

Computed properties:
Charge = 0
E_LUMO = -0.86 eV
E_HOMO = -9.38 eV
2S+1 = 1

Number 1: total energy -82163.870 eV. Number 2: total energy -35105.143 eV. Number 3: total energy -8730.512 eV. Number 4: total energy -18811.323 eV. Number 5: total energy -17991.067 eV. Number 6: total energy -30321.665 eV.